*one*
Entry from the Open Molecules 2025 dataset: 5 unconnected molecules or ions with the total composition C3H14O4 (ωB97M-V/def2-TZVPD).

Structure (XYZ):
```
21
Properties=species:S:1:pos:R:3:nbo_charge:R:1
C -1.643 1.484 -0.689 -0.67
C -0.427 2.332 -0.414 -0.15
C 0.525 2.069 0.478 -0.49
H -1.634 0.582 -0.133 0.25
H -2.572 2.087 -0.449 0.22
H -1.689 1.174 -1.708 0.22
H -0.348 3.251 -1.048 0.19
H 1.393 2.704 0.586 0.20
H 0.429 1.210 1.201 0.24
H 0.114 -1.237 1.818 0.49
H -1.091 -1.171 2.784 0.47
O -0.446 -0.612 2.318 -0.98
H -0.372 -1.182 -1.301 0.47
H -0.659 -2.213 -0.336 0.48
O -1.132 -1.669 -1.002 -0.95
H 2.190 -2.364 0.942 0.49
H 1.442 -1.472 -0.073 0.51
O 1.291 -2.158 0.631 -0.99
H 1.561 0.074 -2.287 0.50
H 1.124 0.561 -0.884 0.51
O 1.460 -0.226 -1.367 -1.00
```

Its total charge is 0. Its orbital gap is 10.443 eV. The value obtained for the HOMO energy is -9.99 eV. The lowest unoccupied orbital energy comes out at 0.017 Eh. As for the spin multiplicity: 1. The value obtained for the molecular weight is 114.1 g mol⁻¹. Its SMILES is C=CC.O.O.O.O.

---

*two*
Entry from the Open Molecules 2025 dataset: 5 unconnected molecules or ions with the total composition C3H14O4 (ωB97M-V/def2-TZVPD).

Structure (XYZ):
```
21
Properties=species:S:1:pos:R:3:nbo_charge:R:1
C -0.425 0.349 0.260 -0.67
C -1.656 1.156 -0.029 -0.17
C -1.715 2.463 0.174 -0.40
H 0.361 1.033 0.613 0.20
H -0.463 -0.204 1.197 0.22
H -0.038 -0.202 -0.588 0.23
H -2.585 0.611 -0.141 0.20
H -2.650 2.974 -0.025 0.20
H -0.841 3.088 0.310 0.19
H -0.355 -1.446 -2.448 0.47
H 0.332 -2.717 -2.518 0.46
O 0.534 -1.770 -2.508 -0.93
H 3.301 1.950 0.224 0.48
H 1.841 1.715 -0.240 0.48
O 2.416 1.758 0.531 -0.96
H -0.505 -2.910 -0.602 0.48
H -1.798 -3.201 0.256 0.48
O -1.453 -2.790 -0.539 -0.96
H 1.298 -0.177 2.142 0.47
H 2.537 -0.739 1.633 0.47
O 1.865 -0.940 2.300 -0.93
```

Its total charge is 0. Its orbital gap is 10.354 eV. The value obtained for the HOMO energy is -9.82 eV. The lowest unoccupied orbital energy comes out at 0.020 Eh. As for the spin multiplicity: 1. The value obtained for the molecular weight is 114.1 g mol⁻¹. Its SMILES is C=CC.O.O.O.O.

---

We find *one* to be the most stable, with the next structure 0.858 eV higher.

---

*one*
Entry from the Open Molecules 2025 dataset: C3H4ClN3O in the gas phase (ωB97M-V/def2-TZVPD).

Structure (XYZ):
```
12
Properties=species:S:1:pos:R:3:nbo_charge:R:1
C -0.245 1.188 -0.951 -0.08
C 0.263 -0.058 -0.289 -0.01
C -0.049 -1.365 -0.220 0.04
H 0.220 2.821 0.249 0.48
H -1.281 1.539 -0.302 0.18
H -0.265 1.087 -2.029 0.21
H 0.040 -2.802 1.399 0.41
N 0.670 0.248 1.092 -0.23
N 0.572 -0.800 1.918 -0.01
N 0.387 -1.783 1.006 -0.37
O 0.561 2.402 -0.759 -0.71
Cl -0.873 -2.476 -1.115 0.10
```

Its total charge is 0. Its orbital gap is 10.253 eV. The value obtained for the HOMO energy is -9.71 eV. The lowest unoccupied orbital energy comes out at 0.020 Eh. As for the spin multiplicity: 1. The value obtained for the molecular weight is 133.5 g mol⁻¹. Its SMILES is OCc1nn[nH]c1Cl.

---

*two*
Entry from the Open Molecules 2025 dataset: C3H4ClN3O in the gas phase (ωB97M-V/def2-TZVPD).

Structure (XYZ):
```
12
Properties=species:S:1:pos:R:3:nbo_charge:R:1
C 1.450 -1.480 -0.052 0.56
C -2.589 0.518 0.060 -0.11
C 1.379 0.950 0.009 -0.07
N -1.355 0.563 -0.258 -0.29
N -0.547 -0.461 0.005 -0.23
N 0.762 -0.231 -0.033 -0.20
O 2.624 -1.626 0.059 -0.47
Cl 3.059 1.155 0.054 0.08
H 0.709 -2.283 -0.171 0.16
H -3.216 1.308 -0.315 0.18
H -3.037 -0.247 0.686 0.16
H 0.762 1.834 -0.045 0.24
```

Its total charge is 0. Its orbital gap (alpha / beta) is 6.921 / 7.478 eV. The value obtained for the HOMO energy (alpha / beta) is -7.79 / -8.07 eV. The lowest unoccupied orbital energy (alpha / beta) comes out at -0.032 / -0.022 Eh. As for the spin multiplicity: 1. The value obtained for the molecular weight is 133.5 g mol⁻¹.

---

We find *one* to be the most stable, with the next structure 0.109 eV higher.

---

*one*
Entry from the Open Molecules 2025 dataset: a molecular structure, C14H12FN2O8S2 (ωB97M-V/def2-TZVPD).

Structure (XYZ):
```
39
Properties=species:S:1:pos:R:3:nbo_charge:R:1
C -4.295 1.255 1.229 -0.63
C -3.183 2.129 0.744 -0.07
O -1.926 1.399 0.820 -0.50
C -1.129 1.476 -0.232 0.84
C 0.289 0.585 -0.228 -0.06
F 0.507 0.180 -1.591 -0.38
S -1.022 -1.325 0.003 1.68
C -0.182 -2.640 -0.856 -0.20
C -0.535 -2.858 -2.176 -0.24
C -0.035 -3.992 -2.804 -0.22
C 0.757 -4.914 -2.102 -0.25
C 1.045 -4.681 -0.748 -0.22
C 0.555 -3.544 -0.104 -0.25
O -0.939 -1.521 1.439 -0.98
O -2.209 -0.994 -0.744 -1.03
O -1.255 2.287 -1.134 -0.62
H -5.227 1.816 1.196 0.20
H -4.397 0.386 0.578 0.24
H -4.119 0.924 2.255 0.22
H -3.317 2.426 -0.295 0.21
H -3.046 3.007 1.375 0.18
H -1.173 -2.155 -2.689 0.24
H -0.278 -4.163 -3.845 0.20
H 1.126 -5.801 -2.595 0.20
H 1.641 -5.387 -0.189 0.20
H 0.744 -3.351 0.941 0.24
O 4.052 5.141 0.196 -0.39
N 3.124 4.508 -0.338 0.48
O 2.491 4.892 -1.381 -0.42
C 2.676 3.301 0.186 -0.19
C 2.982 2.526 1.273 -0.16
C 2.156 1.433 1.389 -0.03
N 2.262 0.532 2.497 0.49
O 1.503 -0.457 2.562 -0.34
O 3.127 0.763 3.392 -0.43
C 1.197 1.437 0.302 -0.22
S 1.458 2.660 -0.837 0.66
H 3.799 2.821 1.947 0.26
H 0.777 -0.098 0.563 0.27
```

Its total charge is -1. Its orbital gap is 3.504 eV. The value obtained for the HOMO energy is -2.49 eV. The lowest unoccupied orbital energy comes out at 0.037 Eh. As for the spin multiplicity: 1. The value obtained for the molecular weight is 419.4 g mol⁻¹.

---

*two*
Entry from the Open Molecules 2025 dataset: a molecular structure, C14H12FN2O8S2 (ωB97M-V/def2-TZVPD).

Structure (XYZ):
```
39
Properties=species:S:1:pos:R:3:nbo_charge:R:1
C 2.946 3.603 0.725 -0.63
C 3.111 2.358 -0.101 -0.07
O 1.977 1.482 0.201 -0.51
C 1.434 0.842 -0.844 0.74
C 0.134 0.160 -0.419 -0.27
F -0.644 -0.121 -1.519 -0.37
S -0.830 1.420 0.586 2.08
C -2.603 1.175 0.348 -0.21
C -3.231 1.726 -0.770 -0.20
C -4.622 1.658 -0.880 -0.23
C -5.379 1.054 0.129 -0.21
C -4.741 0.497 1.240 -0.23
C -3.348 0.556 1.353 -0.21
O -0.533 1.206 1.980 -0.94
O -0.611 2.704 -0.056 -0.99
O 1.841 0.851 -1.998 -0.63
H 3.754 4.299 0.495 0.20
H 1.992 4.087 0.492 0.23
H 2.974 3.375 1.794 0.21
H 3.110 2.577 -1.172 0.21
H 4.010 1.798 0.176 0.18
H -2.637 2.210 -1.542 0.24
H -5.109 2.090 -1.756 0.21
H -6.468 1.019 0.048 0.21
H -5.319 0.020 2.033 0.21
H -2.831 0.136 2.213 0.25
O 3.271 -5.504 -2.246 -0.40
N 2.874 -4.325 -2.335 0.49
O 2.993 -3.622 -3.381 -0.42
C 2.242 -3.644 -1.271 -0.18
C 1.852 -4.051 -0.023 -0.17
C 1.143 -2.972 0.592 -0.07
N 0.829 -2.973 1.985 0.51
O 0.320 -1.931 2.453 -0.38
O 1.076 -3.987 2.673 -0.42
C 0.969 -1.806 -0.180 -0.39
S 1.700 -2.008 -1.693 0.58
H 2.075 -5.004 0.437 0.25
H 0.278 -0.954 0.234 0.33
```

Its total charge is -1. Its orbital gap is 5.238 eV. The value obtained for the HOMO energy is -3.53 eV. The lowest unoccupied orbital energy comes out at 0.063 Eh. As for the spin multiplicity: 1. The value obtained for the molecular weight is 419.4 g mol⁻¹.

---

We find *two* to be the most stable, with the next structure 1.686 eV higher.

---

*one*
Entry from the Open Molecules 2025 dataset: C3H3N3 in the gas phase (ωB97M-V/def2-TZVPD).

Structure (XYZ):
```
9
Properties=species:S:1:pos:R:3:nbo_charge:R:1
N 0.305 1.244 0.063 -0.82
C -0.294 -0.661 0.430 -0.26
C -0.787 0.376 -0.474 0.23
N -1.697 0.505 -1.268 -0.13
C 0.599 -1.688 0.019 0.20
N 1.367 -2.486 -0.331 -0.29
H 0.077 2.049 0.646 0.40
H 1.124 1.394 -0.524 0.41
H -0.694 -0.733 1.440 0.25
```

Its total charge is 0. Its orbital gap (alpha / beta) is 10.000 / 6.476 eV. The value obtained for the HOMO energy (alpha / beta) is -10.76 / -8.26 eV. The lowest unoccupied orbital energy (alpha / beta) comes out at -0.028 / -0.066 Eh. As for the spin multiplicity: 1. The value obtained for the molecular weight is 81.1 g mol⁻¹.

---

*two*
Entry from the Open Molecules 2025 dataset: C3H3N3 in the gas phase (ωB97M-V/def2-TZVPD).

Structure (XYZ):
```
9
Properties=species:S:1:pos:R:3:nbo_charge:R:1
N 0.975 0.499 0.393 -0.83
C -0.415 0.141 0.131 -0.23
C -0.342 0.226 -1.325 0.26
N -0.036 0.343 -2.431 -0.29
C -0.841 -1.191 0.673 0.26
N -1.129 -2.199 1.162 -0.27
H 1.208 1.386 0.791 0.40
H 1.739 -0.013 -0.040 0.41
H -1.180 0.848 0.526 0.28
```

Its total charge is 0. Its orbital gap is 10.786 eV. The value obtained for the HOMO energy is -10.35 eV. The lowest unoccupied orbital energy comes out at 0.016 Eh. As for the spin multiplicity: 1. The value obtained for the molecular weight is 81.1 g mol⁻¹. Its SMILES is N#CC(N)C#N.

---

We find *two* to be the most stable, with the next structure 3.190 eV higher.

---

*one*
Entry from the Open Molecules 2025 dataset: 3 unconnected molecules or ions with the total composition C3H3N3 (ωB97M-V/def2-TZVPD).

Structure (XYZ):
```
9
Properties=species:S:1:pos:R:3:nbo_charge:R:1
C -0.467 2.100 -0.157 -0.28
C 1.805 -0.449 0.034 0.07
N 2.115 -1.560 0.043 -0.33
N -0.760 -3.026 0.167 0.04
N -1.245 -2.038 0.195 -0.04
C -1.167 1.124 -0.065 -0.21
H 0.082 3.021 -0.252 0.25
H 1.445 0.566 0.023 0.24
H -1.809 0.262 0.013 0.25
```

Its total charge is 0. Its orbital gap is 12.240 eV. The value obtained for the HOMO energy is -11.25 eV. The lowest unoccupied orbital energy comes out at 0.036 Eh. As for the spin multiplicity: 1. The value obtained for the molecular weight is 81.1 g mol⁻¹. Its SMILES is C#C.C#N.N#N.

---

*two*
Entry from the Open Molecules 2025 dataset: a molecular structure, C3H3N3 (ωB97M-V/def2-TZVPD).

Structure (XYZ):
```
9
Properties=species:S:1:pos:R:3:nbo_charge:R:1
N 0.867 0.795 -0.289 -0.82
C 0.055 -0.516 0.341 -0.19
C -0.760 0.605 0.648 0.24
N -1.529 1.394 1.010 -0.35
C -0.445 -1.532 -0.609 0.25
N -0.786 -2.305 -1.403 -0.24
H 1.469 1.390 0.276 0.41
H 0.617 1.217 -1.183 0.41
H 0.512 -1.049 1.208 0.28
```

Its total charge is 0. Its orbital gap is 9.400 eV. The value obtained for the HOMO energy is -9.37 eV. The lowest unoccupied orbital energy comes out at 0.001 Eh. As for the spin multiplicity: 1. The value obtained for the molecular weight is 81.1 g mol⁻¹.

---

We find *one* to be the most stable, with the next structure 1.426 eV higher.

---

*one*
Entry from the Open Molecules 2025 dataset: C2H5N5 in the gas phase (ωB97M-V/def2-TZVPD).

Structure (XYZ):
```
12
Properties=species:S:1:pos:R:3:nbo_charge:R:1
C -1.137 -0.013 -0.099 0.47
C 0.949 -0.080 -0.079 0.52
H -3.108 0.213 0.171 0.39
H -2.547 -1.376 0.294 0.39
H 1.089 2.038 -0.171 0.41
H 2.914 0.066 0.415 0.38
H 2.370 -1.475 0.015 0.40
N -2.442 -0.471 -0.154 -0.81
N -0.825 1.266 -0.074 -0.37
N 0.547 1.200 -0.066 -0.40
N 2.276 -0.473 -0.160 -0.81
N -0.086 -0.895 -0.092 -0.56
```

Its total charge is 0. Its orbital gap is 9.100 eV. The value obtained for the HOMO energy is -8.26 eV. The lowest unoccupied orbital energy comes out at 0.031 Eh. As for the spin multiplicity: 1. The value obtained for the molecular weight is 99.1 g mol⁻¹. Its SMILES is Nc1n[nH]c(N)n1.

---

*two*
Entry from the Open Molecules 2025 dataset: C2H5N5 in the gas phase (ωB97M-V/def2-TZVPD).

Structure (XYZ):
```
12
Properties=species:S:1:pos:R:3:nbo_charge:R:1
C 1.306 1.200 0.031 -0.06
C -0.163 0.971 -0.046 0.33
H -1.446 -1.442 1.083 0.36
H -1.287 -1.943 -0.637 0.37
H 1.543 -1.708 -0.343 0.37
H 1.804 2.085 0.088 0.21
H -2.160 1.393 0.071 0.35
N -1.334 -1.169 0.018 -0.64
N -0.247 -0.396 -0.298 -0.15
N 1.157 -0.924 0.142 -0.27
N 1.962 0.058 -0.074 -0.17
N -1.136 1.874 -0.034 -0.71
```

Its total charge is 0. Its orbital gap is 8.822 eV. The value obtained for the HOMO energy is -8.43 eV. The lowest unoccupied orbital energy comes out at 0.014 Eh. As for the spin multiplicity: 1. The value obtained for the molecular weight is 99.1 g mol⁻¹. Its SMILES is [H]/N=c1/cn[nH]n1N.

---

We find *one* to be the most stable, with the next structure 4.363 eV higher.